Record 1
17
Properties=species:S:1:pos:R:3 method="wB97M-V/def2-TZVPD" homo_lumo_gap_ev=10.792 lumo_energy_ev=0.97
C -1.159 -0.500 0.948
C -0.090 0.336 1.673
O 1.065 0.260 0.863
C 0.587 0.382 -0.466
C 1.703 0.064 -1.436
C -0.641 -0.549 -0.507
O -1.595 -0.156 -1.473
H -2.146 -0.017 1.010
H -2.341 0.202 -0.981
H -1.265 -1.502 1.373
H -0.420 1.386 1.753
H 0.157 -0.030 2.671
H 0.220 1.411 -0.636
H 1.353 0.192 -2.465
H 2.553 0.734 -1.267
H 2.042 -0.970 -1.303
H -0.311 -1.563 -0.768

Record 2
83
Properties=species:S:1:pos:R:3 method="wB97M-V/def2-TZVPD" homo_lumo_gap_ev=7.240 total_charge=-1 lumo_energy_ev=2.26
C -1.587 -0.489 3.277
C -0.117 -0.067 3.327
C 0.715 -0.744 2.238
Br 2.634 -0.410 2.645
Ga 0.227 -0.375 0.254
C 1.247 1.190 -0.546
C 1.346 2.318 0.484
C 1.800 3.670 -0.065
N 3.260 3.732 -0.330
C 0.383 -2.124 -0.796
C 1.564 -2.231 -1.790
C 2.657 -3.093 -1.254
F 2.835 -4.300 -1.898
C 3.444 -2.843 -0.202
F 4.152 -1.729 -0.059
F 3.622 -3.640 0.848
H -1.684 -1.576 3.273
H -2.065 -0.111 4.185
H -2.111 -0.044 2.435
H 0.283 -0.382 4.300
H -0.030 1.021 3.275
H 0.591 -1.820 2.394
H -1.334 0.048 0.235
H 2.226 0.924 -0.961
H 0.621 1.559 -1.367
H 2.032 2.061 1.297
H 0.362 2.458 0.947
H 1.235 3.982 -0.946
H 1.586 4.410 0.716
H 3.681 4.331 0.369
H 3.654 2.817 -0.129
H 0.403 -2.962 -0.090
H -0.540 -2.236 -1.373
H 1.211 -2.739 -2.695
H 1.928 -1.246 -2.098
C 4.401 -5.189 -4.851
O 3.142 -4.567 -5.056
H 4.686 -5.698 -5.770
H 5.165 -4.447 -4.606
H 4.344 -5.927 -4.046
H 2.914 -4.128 -4.228
C -1.430 -4.786 -3.271
O -0.645 -3.770 -3.887
H -2.332 -4.316 -2.886
H -1.712 -5.558 -3.986
H -0.885 -5.242 -2.438
H 0.152 -4.186 -4.228
C -4.703 -7.355 -3.573
O -3.834 -6.624 -4.425
H -4.155 -7.562 -2.657
H -5.598 -6.778 -3.323
H -5.006 -8.304 -4.025
H -4.305 -6.429 -5.240
C 3.432 1.068 6.302
O 2.572 1.581 5.307
H 3.468 1.791 7.117
H 3.068 0.114 6.700
H 4.449 0.922 5.922
H 2.545 0.931 4.584
C -2.600 3.024 5.071
O -3.560 1.977 4.970
H -1.853 2.848 4.302
H -3.060 4.002 4.903
H -2.110 3.022 6.049
H -4.227 2.119 5.648
C 6.251 5.099 -2.973
O 5.285 4.073 -3.069
H 7.009 4.911 -3.732
H 5.814 6.087 -3.155
H 6.736 5.107 -1.991
H 4.614 4.233 -2.390
C -5.689 2.745 2.643
O -4.863 3.503 1.771
H -5.078 2.459 3.495
H -6.542 3.342 2.989
H -6.057 1.839 2.150
H -5.385 3.764 1.004
C -5.873 4.963 -2.179
O -5.572 5.053 -0.793
H -6.257 3.963 -2.363
H -6.632 5.695 -2.470
H -4.979 5.114 -2.789
H -5.223 5.931 -0.615

Record 3
26
Properties=species:S:1:pos:R:3 method="wB97M-V/def2-TZVPD" homo_lumo_gap_ev="3.093 / 6.568" total_charge=-1 spin_multiplicity=2 lumo_energy_ev="2.75 / 2.72"
S 1.328 -1.810 -2.275
S 1.788 -2.050 -0.361
C 0.246 -2.027 0.613
C -0.674 -0.839 0.435
C -2.096 -1.202 0.841
O -2.622 -2.299 0.447
N -0.196 0.363 1.112
C -0.838 1.604 0.660
H 1.464 -0.503 -2.597
H 0.562 -2.110 1.652
H -0.361 -2.891 0.328
H -0.693 -0.632 -0.647
H -2.630 -0.369 1.327
H -0.391 0.302 2.112
H -1.684 1.846 1.283
H -0.123 2.426 0.606
H -1.156 1.571 -0.382
H 2.927 1.609 -1.127
H 1.750 1.388 -0.257
O 2.111 2.052 -0.863
H 1.585 0.660 1.541
H 2.715 0.085 2.281
O 2.543 0.849 1.715
H -1.964 -0.071 -3.075
H -1.944 1.433 -2.894
O -1.647 0.614 -2.473

Record 4
67
Properties=species:S:1:pos:R:3 method="wB97M-V/def2-TZVPD" homo_lumo_gap_ev="6.060 / 3.478" total_charge=+3 spin_multiplicity=5 lumo_energy_ev="-11.33 / -13.41"
C -0.731 0.339 -2.013
I 0.056 -2.748 -1.208
H -1.473 0.598 -2.825
H 0.383 0.487 -2.108
H -1.034 1.222 -1.310
Os -1.739 -0.408 -0.210
P -1.071 -1.546 -3.286
C 0.708 -1.318 -3.720
C -1.739 -3.226 -3.678
H -1.716 -3.354 -4.767
H -1.822 -1.296 -5.532
H -2.773 -3.275 -3.324
H -3.057 -0.666 -4.333
H 1.363 -2.097 -3.306
H -1.207 -4.064 -3.215
C -2.002 -0.694 -4.633
H 0.782 -1.252 -4.807
H -1.605 0.312 -4.788
H 1.138 -0.395 -3.316
P -3.078 0.134 1.371
C -2.322 1.019 2.743
C -4.445 1.152 0.749
H -4.420 -1.875 1.430
H -4.433 -0.998 2.987
H -3.024 -1.974 2.548
C -3.810 -1.326 2.153
H -4.931 0.620 -0.083
H -5.151 1.310 1.573
H -3.103 1.249 3.467
H -1.883 1.954 2.385
H -4.027 2.115 0.423
H -1.578 0.374 3.224
Cl -3.700 -1.484 -1.227
C 4.804 -0.604 -1.639
C 4.169 -1.667 -0.991
C 2.955 -1.417 -0.334
C 2.266 -0.203 -0.478
C 2.894 0.837 -1.155
C 4.177 0.640 -1.692
As 0.440 0.123 0.451
C 1.088 -0.701 2.091
C 0.246 -1.576 2.780
C 0.730 -2.098 3.983
C 2.024 -1.762 4.385
C 2.870 -0.921 3.654
C 2.379 -0.335 2.492
C 0.630 2.058 0.822
C 0.802 2.475 2.150
C 0.855 3.842 2.471
C 0.726 4.806 1.467
C 0.566 4.407 0.137
C 0.529 3.039 -0.182
H 5.776 -0.775 -2.099
H 4.612 -2.667 -0.986
H 2.524 -2.172 0.333
H 2.425 1.817 -1.187
H 4.694 1.466 -2.174
H -0.728 -1.838 2.341
H 0.102 -2.785 4.557
H 2.405 -2.182 5.309
H 3.903 -0.726 3.949
H 2.979 0.376 1.907
H 0.886 1.735 2.947
H 1.013 4.147 3.508
H 0.776 5.869 1.715
H 0.488 5.154 -0.661
H 0.438 2.748 -1.232

Record 5
61
Properties=species:S:1:pos:R:3 method="wB97M-V/def2-TZVPD" homo_lumo_gap_ev="7.677 / 1.777" total_charge=+1 spin_multiplicity=2 lumo_energy_ev="-3.09 / -8.99"
C -4.481 -2.605 3.113
C -4.034 -3.020 1.753
C -3.035 -4.167 1.763
O -2.892 -4.595 0.352
C -1.663 -5.193 0.185
N -5.279 -3.370 1.083
H -3.731 -2.068 3.695
H -4.703 -3.380 3.846
H -5.341 -1.941 3.189
H -3.672 -2.130 1.239
H -3.426 -5.049 2.270
H -2.109 -3.853 2.244
H -1.590 -6.124 0.747
H -0.932 -4.397 0.327
H -1.488 -5.404 -0.870
H -5.760 -4.161 1.485
H -5.082 -3.585 0.116
C 1.210 3.269 -1.139
C 2.220 4.441 -0.924
C 2.888 4.909 -2.318
O 3.832 5.972 -2.135
C 4.492 6.278 -3.315
N 1.461 5.543 -0.450
H 1.869 2.518 -1.573
H 0.420 3.442 -1.870
H 0.940 2.751 -0.218
H 2.770 4.171 -0.023
H 2.121 5.086 -3.072
H 3.456 4.060 -2.699
H 5.105 5.576 -3.881
H 5.247 7.026 -3.074
H 3.901 6.871 -4.012
H 0.620 5.429 -0.996
H 1.863 6.362 -0.884
C -0.462 -1.521 0.507
C 0.411 -0.287 0.615
O 1.691 -0.827 0.858
H -0.440 -2.254 1.314
H -0.430 -2.051 -0.445
H -1.429 -1.019 0.518
H 0.188 0.392 1.438
H 0.341 0.230 -0.342
H 2.013 -1.180 0.025
C -1.982 -2.556 -4.316
C -1.185 -3.126 -3.133
O -0.311 -4.114 -3.650
H -1.309 -2.014 -4.980
H -2.780 -1.898 -3.971
H -2.399 -3.380 -4.895
H -1.804 -3.691 -2.436
H -0.601 -2.324 -2.682
H 0.329 -4.229 -2.944
C 2.416 1.069 3.580
C 2.798 2.605 3.693
O 4.079 2.658 4.269
H 1.435 1.025 3.108
H 2.322 0.666 4.589
H 3.167 0.455 3.084
H 2.062 3.132 4.300
H 2.747 3.158 2.755
H 3.932 2.421 5.188

Record 6
32
Properties=species:S:1:pos:R:3 method="wB97M-V/def2-TZVPD" homo_lumo_gap_ev=9.475 total_charge=+1 lumo_energy_ev=-3.47
C 4.208 -0.036 1.304
C 2.749 0.062 1.280
C -1.072 1.892 -2.810
C 1.921 -0.028 0.054
C -0.844 0.658 -1.968
C -0.363 1.131 -0.574
C 0.402 0.251 0.448
C -0.478 -1.015 0.763
N -0.625 -2.039 -0.172
N -1.850 -0.568 1.362
O 3.580 1.182 1.457
P 0.373 -1.746 2.615
H 4.754 -0.459 2.181
H 4.823 -0.087 0.418
H 2.182 -0.163 2.194
H -0.225 2.687 -2.665
H -1.158 1.706 -3.871
H -1.955 2.355 -2.454
H 1.963 -1.078 -0.257
H 2.046 0.744 -0.654
H -1.624 -0.069 -1.823
H -0.004 0.081 -2.393
H -1.146 1.642 -0.094
H 0.374 1.940 -0.919
H 0.468 0.912 1.265
H -0.621 -3.044 0.185
H -0.843 -1.767 -1.160
H -2.753 -1.071 0.963
H -1.947 -0.727 2.357
H -2.156 0.397 1.171
H -0.837 -2.638 2.813
H 0.987 -2.631 1.825

Record 7
25
Properties=species:S:1:pos:R:3 method="wB97M-V/def2-TZVPD" homo_lumo_gap_ev="6.973 / 7.769" lumo_energy_ev="0.71 / 0.63"
C -2.160 0.772 -0.574
C -0.660 -0.370 -2.201
C -1.779 -1.682 -0.414
C -1.124 -0.339 -0.747
N 0.812 1.302 2.766
N 3.856 0.266 0.379
N -0.088 1.010 1.690
N 2.863 0.690 -0.471
Si 0.349 -0.086 0.434
H -1.741 1.740 -0.842
H -3.021 0.587 -1.219
H -2.514 0.816 0.455
H -1.511 -0.479 -2.868
H 0.007 -1.212 -2.368
H -0.132 0.546 -2.465
H -2.645 -1.850 -1.055
H -1.080 -2.503 -0.572
H -2.112 -1.713 0.622
H 1.529 0.583 2.778
H 0.280 1.217 3.638
H 3.945 -0.742 0.529
H 3.792 0.770 1.257
H -0.536 1.879 1.427
H 2.901 0.113 -1.312
H 0.769 -1.313 1.133

Record 8
65
Properties=species:S:1:pos:R:3 method="wB97M-V/def2-TZVPD" homo_lumo_gap_ev=4.175 total_charge=-2 lumo_energy_ev=2.74
Rb 0.079 0.658 1.707
N -2.430 -1.204 2.247
C -2.977 -0.118 3.086
C -1.855 0.297 4.059
O -1.322 -0.680 4.676
N -1.560 1.568 4.023
C -0.419 2.022 4.837
C 0.829 2.212 3.945
O 0.927 3.269 3.275
O 1.594 1.207 3.822
H -3.173 -1.703 1.773
H -1.980 -1.840 2.903
H -3.846 -0.446 3.676
H -3.272 0.726 2.464
H -0.189 1.314 5.641
H -0.686 2.994 5.265
O 3.091 -6.795 -0.094
N 2.182 -6.511 -0.852
O 1.713 -7.291 -1.664
C 1.660 -5.138 -0.825
C 1.130 -4.692 -1.986
C 0.649 -3.358 -2.100
C 0.089 -2.848 -3.288
C -0.351 -1.556 -3.306
C -0.235 -0.774 -2.135
N 0.274 -1.239 -1.014
C 0.719 -2.505 -0.990
C 1.283 -2.999 0.257
N 1.316 -2.130 1.279
C 1.762 -2.532 2.446
C 2.200 -3.847 2.668
C 2.207 -4.740 1.630
C 1.753 -4.324 0.361
H 1.088 -5.353 -2.840
H 0.020 -3.485 -4.163
H -0.786 -1.112 -4.192
H -0.530 0.271 -2.103
H 1.760 -1.794 3.246
H 2.531 -4.144 3.654
H 2.563 -5.747 1.779
C 2.640 2.050 -0.486
Si 1.278 2.961 -1.405
C 1.312 4.758 -0.828
C 1.806 2.963 -3.240
N -0.175 2.158 -1.114
C -1.421 2.443 -1.523
C -1.784 3.461 -2.457
C -3.091 3.655 -2.871
C -4.134 2.863 -2.396
C -3.819 1.867 -1.470
C -2.520 1.660 -1.047
H 3.637 2.412 -0.761
H 2.591 0.978 -0.704
H 2.529 2.184 0.596
H 2.288 5.219 -1.019
H 1.123 4.789 0.249
H 0.547 5.359 -1.327
H 2.791 3.428 -3.359
H 1.095 3.505 -3.871
H 1.871 1.936 -3.617
H -1.005 4.106 -2.851
H -3.301 4.449 -3.583
H -5.155 3.026 -2.719
H -4.606 1.242 -1.059
H -2.302 0.895 -0.306

Record 9
33
Properties=species:S:1:pos:R:3 method="wB97M-V/def2-TZVPD" homo_lumo_gap_ev="4.684 / 4.684" total_charge=-1 lumo_energy_ev="2.76 / 2.76"
In -0.320 0.792 -0.951
Cl 1.183 2.192 0.266
Cl -2.543 1.009 -2.047
C 0.503 1.001 -2.735
H -0.047 0.625 -3.598
H 1.476 1.484 -2.837
C 0.264 -1.515 -0.958
C 1.000 -0.742 -1.809
H -0.779 -1.759 -1.264
C 2.530 -0.546 -1.501
H 0.944 -1.167 -2.831
C 3.121 -1.844 -0.959
H 3.054 -0.220 -2.409
H 2.621 0.269 -0.767
C 2.374 -2.297 0.291
H 3.044 -2.614 -1.735
H 4.186 -1.713 -0.745
C 0.823 -2.297 0.171
H 2.692 -3.310 0.554
H 2.652 -1.642 1.126
H 0.490 -3.329 0.026
H 0.392 -1.949 1.117
C -2.849 1.031 3.634
N -2.840 1.981 2.542
C -2.276 1.763 1.313
N -2.492 2.806 0.445
O -1.609 0.741 1.035
H -2.141 0.227 3.432
H -3.854 0.612 3.777
H -2.570 1.547 4.560
H -3.376 2.825 2.659
H -2.513 2.534 -0.550
H -3.141 3.505 0.749

Record 10
14
Properties=species:S:1:pos:R:3 method="wB97M-V/def2-TZVPD" homo_lumo_gap_ev=10.173 lumo_energy_ev=0.76
C 0.798 1.310 0.264
C 1.784 -0.138 -1.698
C -2.208 -0.844 0.932
C 1.395 0.013 -0.417
F -2.426 -1.069 -0.391
F -3.042 0.199 1.218
Br 1.400 -1.462 0.681
H 1.155 1.139 1.234
H -0.306 1.391 0.223
H 1.204 2.125 -0.200
H -2.537 -1.735 1.544
H 1.662 0.580 -2.424
H 2.243 -1.091 -2.041
H -1.123 -0.418 1.076

Record 11
3
Properties=species:S:1:pos:R:3 method="wB97M-V/def2-TZVPD" homo_lumo_gap_ev=14.353 total_charge=+3 lumo_energy_ev=-16.61
Mg -0.274 1.087 -1.261
Mg 0.514 -1.134 1.127
Cl -0.241 0.047 0.134

Record 12
17
Properties=species:S:1:pos:R:3 method="wB97M-V/def2-TZVPD" homo_lumo_gap_ev=10.302 lumo_energy_ev=0.98
O 0.202 2.991 0.116
C 0.146 2.520 -0.994
C 0.196 0.927 -1.352
C -0.548 0.227 -0.248
C -0.185 -1.214 -0.037
C 1.025 -1.550 0.785
C -0.355 -1.804 1.329
H 0.033 2.697 -2.036
H -0.200 0.645 -2.367
H 1.268 0.674 -1.390
H -1.629 0.330 -0.420
H -0.319 0.802 0.657
H -0.387 -1.868 -0.884
H 1.626 -2.406 0.494
H 1.595 -0.727 1.211
H -0.700 -2.830 1.413
H -0.717 -1.142 2.113

Sequential molar mass output: 102.13, 616.23, 205.30, 826.02, 316.48, 191.23, 148.29, 605.08, 355.98, 173.00, 84.06, 98.14 g mol⁻¹